Record 1
# C9H18BiCl2O

A structure of composition C9H18BiCl2O (wB97M-V/def2-TZVPD, the Open Molecules 2025 dataset).

```
31
Properties=species:S:1:pos:R:3:forces:R:3
Bi 1.41954 -1.05097 0.87012 0.43 -2.07 3.37
Cl 0.39998 -2.97820 -0.42635 -0.28 -1.63 -0.64
Cl 1.67693 1.45868 1.59526 0.28 0.92 0.37
C 2.56511 -0.37545 -0.77285 -1.94 0.73 -0.94
H 3.19032 0.49444 -0.58002 0.12 -0.43 -0.01
H 2.94897 -1.17101 -1.41839 -0.01 0.46 0.10
C -0.19928 0.26782 -0.76705 -1.75 0.18 3.44
C 1.09509 0.20308 -1.36267 4.53 0.54 -3.78
H -0.32798 0.47582 0.29900 -0.01 0.88 -0.78
C 1.04244 -0.59519 -2.71948 -0.36 0.23 0.57
H 1.40685 1.25140 -1.51900 -0.22 0.22 -0.83
C -0.16421 -0.28786 -3.59072 -0.13 0.04 -0.15
H 1.97752 -0.42198 -3.26409 -0.16 0.03 0.02
H 1.00072 -1.65749 -2.43978 0.12 0.30 -0.09
C -1.47829 -0.26643 -2.79017 0.15 0.05 -0.08
H 0.01105 0.69441 -4.05137 -0.28 -0.05 -0.11
H -0.20885 -1.04217 -4.38642 -0.08 0.18 -0.06
C -1.29538 0.75005 -1.63040 -0.75 -0.59 -1.33
H -2.33373 -0.03254 -3.45070 0.27 0.02 0.24
H -1.63864 -1.26479 -2.34922 -0.06 0.29 -0.16
H -0.95964 1.69017 -2.11164 -0.02 0.05 0.11
H -2.26706 0.99778 -1.15667 0.69 -0.41 0.20
C -1.25825 0.50792 5.03172 -0.19 0.06 0.04
C -0.85296 0.50591 3.57612 0.36 -0.27 -0.53
O -0.28630 -0.75880 3.16264 -0.38 0.51 1.19
H -1.90125 -0.34571 5.26124 0.05 0.05 0.01
H -1.81137 1.42638 5.24821 0.04 -0.03 0.09
H -0.38046 0.48361 5.68685 -0.09 -0.05 -0.06
H -1.70388 0.67114 2.90675 0.05 -0.07 0.18
H -0.11207 1.28641 3.36593 -0.24 -0.03 0.07
H 0.44508 -0.91644 3.78320 -0.14 -0.10 -0.46
```
Forces are in eV/Å.

Results
ΔE to the lowest compared entry with this formula, charge and spin = 0.935 eV
Highest occupied orbital energy (spin up / spin down) = -3.44 / -1.99 eV
Gap between HOMO and LUMO (spin up / spin down) = 6.70 / 5.28 eV
Charge = -1
Max |F| = 5.9 eV/Å


Record 2
# C34H48MoN4O8PSSe4

A structure of composition C34H48MoN4O8PSSe4 (wB97M-V/def2-TZVPD, the Open Molecules 2025 dataset).

```
101
Properties=species:S:1:pos:R:3:forces:R:3
Mo 0.15408 0.59002 0.61331 0.37 0.57 -0.55
O -2.23028 3.15199 5.37128 -0.07 -0.09 -0.03
C -2.83619 1.89878 5.05094 0.06 0.21 0.08
C -2.16102 1.27981 3.82632 0.15 -0.08 -0.16
C -2.99016 -0.00405 3.56551 0.08 -0.08 -0.03
O -2.35774 -1.06619 2.89153 -0.18 0.04 0.05
C -0.69922 1.03969 4.19371 -0.12 -0.10 0.02
Se 0.56075 0.22200 2.93850 0.06 -0.17 -0.11
C -2.25478 2.27562 2.66720 0.02 -0.01 -0.05
Se -2.20521 1.46348 0.89535 0.03 0.16 0.15
H -2.64835 3.49797 6.16343 -0.02 0.00 -0.01
H -3.90097 2.03759 4.82402 -0.03 0.01 0.01
H -2.75838 1.20666 5.89716 0.06 0.01 0.05
H -3.89436 0.31073 3.03081 -0.07 -0.04 0.04
H -3.29620 -0.41204 4.53596 -0.01 -0.01 0.00
H -2.44530 -0.92632 1.93006 0.13 0.05 0.03
H -0.63414 0.38471 5.06518 0.00 0.00 0.01
H -0.24957 1.99761 4.44650 -0.01 0.02 0.12
H -1.46341 3.02048 2.72228 0.00 0.06 0.08
H -3.21280 2.79461 2.71352 -0.03 0.05 -0.02
O 5.27225 3.59368 -1.16670 -0.04 -0.01 0.12
C 4.97273 3.47136 0.22644 0.08 0.01 -0.09
C 3.70216 2.63663 0.43796 0.07 0.05 -0.16
C 3.52487 2.44867 1.94140 -0.01 0.20 0.12
O 3.44061 3.67668 2.67821 -0.05 -0.15 -0.12
C 3.95977 1.28643 -0.23105 -0.13 -0.04 0.04
Se 2.55715 -0.08452 -0.24702 -0.19 0.03 0.19
C 2.54442 3.40126 -0.20498 0.01 -0.15 -0.04
Se 0.67503 2.96850 0.20183 -0.26 0.33 0.07
H 6.06305 4.13085 -1.25710 -0.01 0.01 0.01
H 4.82076 4.47024 0.64911 0.01 0.04 0.02
H 5.80606 2.98815 0.75454 0.04 -0.03 -0.03
H 4.34287 1.82585 2.32388 0.04 0.01 0.03
H 2.59412 1.92595 2.13044 -0.06 -0.04 0.05
H 4.27907 4.13943 2.60624 0.03 -0.03 0.04
H 4.80722 0.80545 0.26171 0.06 0.04 -0.03
H 4.22723 1.46015 -1.26869 0.05 0.01 -0.04
H 2.65301 3.35158 -1.28827 0.05 0.05 -0.03
H 2.59772 4.44843 0.09245 0.05 0.04 -0.03
C 2.05134 -3.31579 -3.28631 0.02 0.01 0.06
C 2.02962 -4.47866 -2.29493 0.12 0.01 0.06
C 3.22372 -4.39025 -1.34448 0.01 -0.08 -0.03
C 0.71796 -4.56865 -1.51519 0.09 0.31 0.01
N 0.56299 -3.45043 -0.58916 -0.23 -0.61 0.03
C 0.23217 -2.19640 -0.83254 -0.22 0.20 -0.13
N 0.12172 -1.57555 0.31685 0.27 -0.70 0.33
N 0.37815 -2.50530 1.28828 -0.13 0.23 -0.34
N 0.62077 -3.62947 0.74581 0.10 0.15 -0.10
H 2.83159 -3.46585 -4.03501 0.02 0.03 0.03
H 2.26477 -2.37120 -2.77515 -0.05 -0.03 -0.02
H 1.09600 -3.22447 -3.80232 0.08 -0.03 -0.01
H 2.09310 -5.41630 -2.85644 -0.02 -0.02 -0.03
H 3.19611 -3.45391 -0.78090 0.01 -0.03 -0.01
H 4.15978 -4.40970 -1.90704 -0.02 0.00 0.02
H 3.23473 -5.21864 -0.63084 0.00 0.04 -0.03
H 0.71399 -5.46729 -0.90381 -0.07 0.00 0.10
H -0.16310 -4.57060 -2.15813 0.00 0.01 -0.02
H 0.04458 -1.76197 -1.79601 0.03 -0.03 0.10
C -3.23855 -3.78379 0.72757 0.00 -0.11 0.15
S -3.17392 -2.69722 -0.67829 0.13 0.16 -0.20
O -2.27711 -3.35459 -1.63702 -0.09 -0.02 0.03
O -4.54763 -2.56325 -1.15273 0.12 0.06 0.00
O -2.61218 -1.43295 -0.17334 -0.28 -0.46 -0.15
H -3.99913 -4.54028 0.53174 0.10 0.02 0.03
H -3.48513 -3.19857 1.61401 -0.04 -0.06 -0.07
H -2.25926 -4.24779 0.85463 -0.08 0.07 0.03
O -0.56935 0.46089 -1.63923 -0.11 -0.18 0.33
P -1.56823 0.78471 -2.71624 0.02 -0.03 0.10
C -0.78139 1.88692 -3.90694 0.15 0.07 -0.05
C -1.30293 2.07400 -5.18668 -0.01 0.04 0.02
C -0.67174 2.93135 -6.07301 0.03 -0.01 0.02
C 0.48615 3.60065 -5.68548 -0.05 0.01 0.04
C 1.00741 3.41513 -4.41337 -0.03 -0.06 0.00
C 0.37852 2.55117 -3.52133 0.03 0.04 -0.09
C -3.11295 1.58222 -2.25537 -0.14 0.03 -0.12
C -4.14360 0.84581 -1.66405 0.07 -0.03 0.04
C -5.34598 1.46292 -1.36371 -0.04 0.02 -0.02
C -5.53015 2.81026 -1.64249 0.04 0.02 0.00
C -4.50532 3.55018 -2.21767 0.02 -0.04 0.04
C -3.29927 2.93744 -2.52603 -0.04 -0.02 0.05
C -2.01364 -0.65924 -3.70524 0.03 -0.13 -0.03
C -3.31321 -0.97340 -4.09119 0.05 -0.02 0.05
C -3.56170 -2.11220 -4.84622 0.02 0.03 -0.02
C -2.51462 -2.92200 -5.24776 0.01 0.01 0.02
C -1.20923 -2.58984 -4.90708 -0.01 0.04 0.01
C -0.95853 -1.46953 -4.13425 -0.10 0.06 -0.03
H -2.20418 1.54924 -5.48530 0.03 0.00 0.00
H -1.07670 3.07710 -7.06721 0.01 -0.01 0.02
H 0.97810 4.27095 -6.38059 0.00 -0.02 0.01
H 1.90563 3.93908 -4.10903 -0.01 -0.03 -0.01
H 0.76981 2.39222 -2.52304 0.00 -0.01 -0.02
H -4.00429 -0.19772 -1.40553 0.01 0.08 -0.03
H -6.13431 0.88168 -0.90068 0.03 0.02 -0.01
H -6.47349 3.28792 -1.40550 0.01 0.01 0.00
H -4.64009 4.60505 -2.42175 0.00 -0.01 0.00
H -2.50074 3.52150 -2.96451 0.00 0.00 -0.01
H -4.13953 -0.34518 -3.79158 0.00 -0.04 0.02
H -4.58003 -2.36746 -5.10962 0.01 0.00 0.03
H -2.71183 -3.81849 -5.82246 0.01 0.02 -0.02
H -0.39047 -3.21030 -5.24877 -0.02 -0.01 0.01
H 0.05987 -1.20594 -3.86453 -0.02 0.00 -0.04
```
Forces are in eV/Å.

Results
ΔE to the lowest compared entry with this formula, charge and spin = 0.763 eV
Highest occupied orbital energy (spin up / spin down) = -4.11 / -4.57 eV
Gap between HOMO and LUMO (spin up / spin down) = 6.18 / 6.85 eV
Multiplicity = 3
Charge = -1
Max |F| = 0.9 eV/Å


Record 3
# C21H36N2O

A cluster of 2 separate species, C21H36N2O in total (wB97M-V/def2-TZVPD, the Open Molecules 2025 dataset).

```
60
Properties=species:S:1:pos:R:3:forces:R:3
C 3.86874 0.88086 -1.13278 0.23 0.59 1.14
C 5.32172 0.26579 -1.57751 0.16 0.70 -0.72
C 5.29279 -0.70653 -2.89682 0.02 0.25 -0.08
C 4.11820 -1.85023 -2.89468 -0.33 0.53 -1.13
N 4.52785 -3.19196 -2.32873 -1.64 -0.79 -1.17
C 3.61615 -4.29216 -2.90684 0.65 -1.28 5.14
C 2.29223 -4.52894 -1.96887 -1.41 0.27 -1.09
C 1.07134 -3.43082 -2.24190 -3.17 3.06 0.19
C -0.01407 -3.08353 -1.03167 -0.71 2.17 -3.62
C -1.22825 -1.96707 -1.30273 2.47 -0.65 -3.02
C -1.37792 -1.14986 -2.75153 3.56 -3.13 0.25
C -0.28853 -1.48363 -3.95745 0.16 -2.07 4.19
C 0.87725 -2.60848 -3.65007 -1.84 0.63 2.02
H 3.44262 1.70611 -1.86034 0.98 -1.87 1.23
H 4.05071 1.44200 -0.09499 -0.45 -1.16 -2.20
H 3.03377 0.08761 -0.92231 1.68 1.41 -0.55
H 5.85856 -0.27052 -0.68662 -1.22 0.94 -1.59
H 6.00176 1.20211 -1.87077 -1.36 -2.05 0.74
H 6.36898 -1.18957 -3.02670 -2.38 0.77 0.30
H 5.12785 -0.03702 -3.86290 0.21 -1.31 2.08
H 3.84100 -2.04248 -4.03950 0.62 0.35 2.53
H 3.11887 -1.53929 -2.37089 1.93 -0.04 -1.12
H 4.35197 -3.23297 -1.29728 0.04 0.44 -1.08
H 4.21692 -5.31952 -2.83649 -1.14 2.04 -1.18
H 2.56884 -4.49012 -0.80928 -0.42 0.12 -2.30
H 1.78433 -5.59391 -2.14994 1.31 2.23 0.26
H 0.01844 -3.60378 0.03680 0.03 1.21 -2.64
H -2.01297 -1.73565 -0.46541 1.81 -0.48 -1.71
H -2.22272 -0.36287 -2.95419 1.82 -1.78 0.64
H -0.31689 -0.93073 -5.01353 0.06 -1.42 2.67
H 1.64938 -2.83391 -4.51014 -1.73 0.43 1.94
C -0.99272 3.04584 2.99628 0.04 0.02 0.36
C -1.60930 2.28678 1.78479 1.76 1.16 0.14
C -2.67890 3.17327 1.08568 -0.40 -0.48 -0.27
C -3.98636 3.28315 1.85791 0.12 0.04 0.27
C -4.52795 1.90581 2.22100 0.18 0.05 -0.48
C -3.48832 1.01747 2.95556 -0.90 -0.50 1.92
N -2.16259 0.96913 2.25095 -1.98 -1.50 -4.91
O -2.31076 0.14262 1.12183 0.76 1.92 3.29
C -3.30268 1.54347 4.40464 0.15 0.27 0.06
C -4.10637 -0.40325 3.16154 0.38 -0.04 -0.67
C -0.40664 2.12332 0.79400 -0.58 -0.63 -0.21
H -0.03802 3.52599 2.74462 -0.32 -0.15 -0.21
H -1.64287 3.84034 3.36586 -0.04 -0.10 0.08
H -0.76451 2.36999 3.82782 -0.14 0.07 -0.18
H -2.90530 2.75981 0.08741 0.21 -0.10 0.32
H -2.27726 4.17578 0.90968 0.25 -0.16 0.13
H -3.84323 3.88655 2.76445 -0.03 -0.08 -0.10
H -4.72277 3.81446 1.24939 0.03 0.01 0.04
H -5.42656 2.02466 2.83936 0.26 -0.22 0.11
H -4.85968 1.40737 1.29859 0.24 -0.09 0.17
H -2.51447 0.98966 4.92762 -0.09 0.07 -0.17
H -4.22334 1.42053 4.98885 0.10 -0.12 -0.33
H -3.06483 2.60604 4.45679 0.09 -0.09 -0.06
H -4.41800 -0.86968 2.21970 0.28 0.17 0.12
H -5.00492 -0.35497 3.78949 0.28 0.33 -0.07
H -3.39590 -1.07553 3.65888 -0.06 0.19 -0.14
H 0.38421 1.50111 1.22715 -0.18 0.04 0.00
H 0.03425 3.09920 0.55146 -0.30 -0.08 0.35
H -0.70318 1.68212 -0.16525 -0.05 -0.10 0.35
```
Forces are in eV/Å.

Results
ΔE to the lowest compared entry with this formula, charge and spin = 19.437 eV
Highest occupied orbital energy = -5.76 eV
Gap between HOMO and LUMO = 1.65 eV
Max |F| = 5.5 eV/Å


Record 4
# C22H31FeGeN3SeSi

A structure of composition C22H31FeGeN3SeSi (wB97M-V/def2-TZVPD, the Open Molecules 2025 dataset).

```
60
Properties=species:S:1:pos:R:3:forces:R:3
Fe -0.73908 -19.33454 0.94436 2.26 1.86 -0.33
C 1.68413 -21.89598 3.68050 -0.48 -0.12 0.44
C 0.69999 -22.65812 4.32300 0.15 0.49 -0.86
C -0.61878 -22.32351 4.05935 0.34 0.21 -0.02
C -0.89159 -21.29471 3.16211 2.16 -0.64 -0.17
N 0.05124 -20.63616 2.44229 0.95 -0.74 2.17
C 1.33739 -20.86744 2.81786 -0.82 -0.12 -0.53
C -2.21138 -20.84339 2.92223 -1.91 0.60 -0.63
C -3.29442 -21.22843 3.68645 -0.54 0.05 0.11
C -4.55911 -20.71709 3.38465 0.56 0.22 -0.11
C -4.68798 -19.83938 2.31536 0.88 -0.51 0.24
C -3.55013 -19.53052 1.56390 -0.43 -1.45 1.84
N -2.33609 -19.99104 1.88972 -1.79 -1.03 0.90
C -3.58783 -18.70581 0.41587 0.57 0.88 -1.92
C -4.78168 -18.27666 -0.15207 0.52 0.44 -0.20
C -4.72338 -17.35365 -1.19720 0.55 -0.27 0.16
C -3.45633 -16.91797 -1.60344 -0.33 -0.03 0.16
C -2.31831 -17.43138 -1.00606 0.18 -1.14 0.21
N -2.35345 -18.40886 -0.06621 -1.55 1.94 -0.61
H 2.71650 -22.10419 3.87758 0.38 0.10 0.04
H 0.97267 -23.47949 4.97298 -0.08 0.08 0.02
H -1.44320 -22.83642 4.52336 0.09 -0.15 0.14
H 2.09282 -20.20018 2.41794 -0.11 -0.15 -0.29
H -3.12654 -21.89949 4.52251 -0.33 0.19 -0.15
H -5.41240 -20.97384 3.99234 -0.08 -0.06 0.02
H -5.62436 -19.39837 2.06022 -0.45 0.08 0.03
H -5.69533 -18.68051 0.25845 -0.15 0.30 -0.30
H -5.62340 -16.98244 -1.67272 0.08 -0.05 0.03
H -3.30991 -16.19292 -2.39278 -0.23 0.05 0.06
H -1.33874 -17.09350 -1.32065 0.05 -0.13 0.07
C 2.68473 -15.13866 2.42750 0.12 -0.36 0.00
Si 0.97385 -15.62378 2.97829 0.36 0.46 1.08
C 1.01061 -16.12233 4.81075 -0.06 -0.05 -0.52
C -0.23499 -14.24235 2.67912 -0.33 0.01 0.13
Se 0.37274 -17.33520 1.71948 -0.54 -1.42 -1.06
H 3.01881 -14.29019 3.01859 0.09 0.21 0.06
H 2.68704 -14.85770 1.37244 0.08 -0.03 0.05
H 3.40384 -15.95753 2.58764 -0.24 0.24 -0.13
H 1.37552 -15.27745 5.39524 0.06 0.02 0.10
H 1.65557 -16.99199 4.99912 -0.10 0.27 -0.13
H 0.00743 -16.36758 5.16068 -0.04 0.00 0.02
H 0.06849 -13.37082 3.25651 0.03 0.16 0.10
H -1.23746 -14.53447 3.02414 0.21 0.09 -0.16
H -0.29219 -13.93564 1.63055 0.02 -0.16 0.10
C 0.93381 -22.31614 -2.73855 0.34 -0.04 0.04
Ge 0.11551 -21.80887 -1.03702 0.17 0.30 -0.34
C 0.73594 -23.11416 0.26888 0.29 -0.39 0.01
C -1.82280 -21.94590 -1.23209 -0.05 -0.06 0.23
C 0.47666 -19.94054 -0.54245 0.32 -0.34 0.13
H 0.78499 -23.39901 -2.85293 0.11 0.27 -0.11
H 2.01424 -22.09709 -2.72743 -0.39 -0.16 -0.02
H 0.49150 -21.80097 -3.59198 -0.02 -0.03 0.06
H 0.85584 -24.08272 -0.24139 -0.13 0.28 0.14
H 0.01358 -23.25184 1.07411 0.10 0.01 0.13
H 1.72112 -22.86182 0.67956 -0.26 0.03 0.00
H -2.08455 -22.98258 -1.46565 -0.17 0.24 -0.11
H -2.15451 -21.25914 -2.01834 -0.07 -0.24 0.07
H -2.31366 -21.66893 -0.28973 -0.04 -0.09 -0.17
H 0.39320 -19.29615 -1.42449 0.01 -0.01 0.13
H 1.46986 -19.78565 -0.07796 -0.31 -0.09 -0.36
```
Forces are in eV/Å.

Results
ΔE to the lowest compared entry with this formula, charge and spin = 0.000 eV
Highest occupied orbital energy (spin up / spin down) = -10.46 / -10.55 eV
Gap between HOMO and LUMO (spin up / spin down) = 6.48 / 6.04 eV
Multiplicity = 6
Charge = +1
Max |F| = 2.9 eV/Å


> Which value of ΔE to the lowest compared entry with this formula, charge and spin does entry 1 give?

0.935 eV


> Which of these has the highest max |F|?

C9H18BiCl2O


> The lowest ΔE to the lowest compared entry with this formula, charge and spin belongs to which entry?

C22H31FeGeN3SeSi


> Which of these has the highest ΔE to the lowest compared entry with this formula, charge and spin?

C21H36N2O